Molecular formula: C53H43Br2Cl4N2O5SeSiSn
Method: DFT, ωB97M-V with the def2-TZVPD basis set

The largest force on an atom is 0.523 eV/A. The value obtained for the energy relative to the best compared isomer or geometry (same formula, charge and spin) is 1.635 eV. The LUMO energy comes out at 1.8 eV. As for the molar mass: 1315.3 g/mol. Its total energy is -12425.49676 Ha.

The geometry in ORCA input format:
```
! wB97M-V def2-TZVPD RIJCOSX def2/J DEFGRID3
* xyz -1 1
Sn -0.51 -1.33 -0.45
Br 4.73 -1.84 4.46
Br 2.69 -7.56 -0.53
Se -0.18 -0.40 -4.33
Cl -2.23 -5.26 -3.48
Cl -1.30 -8.10 1.06
Cl -0.36 -5.44 2.47
Cl -2.09 -8.02 -1.97
Si -1.59 0.67 2.52
O 0.75 0.37 -2.94
O -0.69 -3.04 0.77
O -1.09 0.11 1.11
O -1.55 -2.96 -1.73
O 2.46 1.09 -4.24
N 1.71 -1.37 0.99
N 1.60 -3.08 -1.07
C 2.57 -4.83 0.24
C -3.32 1.40 2.35
C -0.94 -5.41 0.83
C 2.23 -3.50 0.02
C -1.03 -4.18 0.19
C -2.19 -1.03 6.27
C 2.24 -5.74 -0.75
C 4.45 1.04 -0.35
C 2.77 2.68 0.10
C 1.23 4.23 3.78
C 2.07 2.31 -1.04
C 1.83 -0.42 1.90
C 3.40 -2.64 2.08
C -1.30 -6.60 0.19
C 0.75 2.96 -1.35
C 1.26 -3.98 -1.99
C 0.40 1.31 -6.96
C -5.47 1.36 1.22
C -5.08 2.95 2.99
C 0.40 4.33 2.67
C 4.74 2.53 1.65
C -5.93 2.40 2.03
C -0.89 -1.75 3.93
C 2.46 -2.47 1.07
C -1.78 -5.33 -1.80
C 1.95 0.93 -3.16
C 0.36 2.02 4.20
C 4.29 -0.52 -2.31
C 1.21 3.07 4.55
C -1.69 -6.56 -1.14
C -2.65 2.94 -4.42
C 2.60 1.31 -1.85
C -3.80 2.45 3.14
C 2.70 -0.52 2.98
C -0.84 -2.58 5.04
C 1.56 -5.33 -1.89
C -2.24 -0.20 5.16
C 3.97 2.08 0.44
C -2.54 1.03 -2.81
C -0.43 3.27 2.33
C -4.18 0.88 1.39
C -2.27 3.62 -5.57
C -0.67 1.85 -6.06
C -0.48 2.10 3.09
C -1.29 3.06 -6.38
C -1.48 -2.22 6.22
C -2.93 4.91 -5.95
C -1.49 -4.12 -1.17
C 3.78 0.64 -1.49
C -1.59 -0.54 3.97
C 3.49 -1.65 3.05
C -1.07 1.20 -4.89
C -2.08 1.72 -4.07
H -2.72 -0.03 -2.98
H 3.02 -5.16 1.16
H -6.93 2.79 1.90
H 4.03 -3.51 2.13
H 0.52 2.97 -2.42
H 0.41 5.23 2.07
H -0.40 -2.07 3.02
H 2.74 0.26 3.72
H 5.73 2.90 1.37
H 0.36 1.12 4.81
H 1.26 -6.03 -2.65
H -1.44 -2.87 7.08
H 0.69 -3.61 -2.84
H 1.17 0.43 1.78
H -0.30 -3.52 4.98
H -5.43 3.76 3.61
H -3.42 3.36 -3.78
H 4.58 -0.20 -3.31
H -0.06 2.42 -0.85
H -2.27 5.53 -6.56
H -3.21 5.49 -5.07
H 2.37 3.47 0.73
H -2.71 -0.74 7.18
H 1.85 2.98 5.41
H 4.89 1.70 2.35
H -1.07 3.36 1.45
H 0.74 3.99 -1.00
H 4.22 3.32 2.19
H -2.80 0.72 5.22
H -3.84 4.73 -6.53
H -3.83 0.07 0.74
H -3.14 2.90 3.88
H 5.15 -0.98 -1.82
H 0.54 1.97 -7.82
H -6.12 0.94 0.47
H 5.37 0.53 -0.07
H -1.79 1.10 -2.03
H 0.13 0.32 -7.35
H 1.88 5.05 4.05
H -3.46 1.50 -2.44
H -0.98 3.58 -7.28
H 3.51 -1.29 -2.41
H 1.34 1.20 -6.42
*
```



Molecular formula: C3H11NO3
Method: DFT, ωB97M-V with the def2-TZVPD basis set

The largest force on an atom is 4.292 eV/A. The value obtained for the energy relative to the best compared isomer or geometry (same formula, charge and spin) is 2.236 eV. The LUMO energy (alpha / beta) comes out at -3.3 / -9.6 eV. As for the molar mass: 109.1 g/mol. Its expectation value of S² is 0.755. Its total energy is -400.96977 Ha.

The geometry in ORCA input format:
```
! wB97M-V def2-TZVPD RIJCOSX def2/J DEFGRID3
* xyz 1 2
O 0.23 -2.83 -0.21
O 0.20 -0.05 2.63
O -0.25 2.45 0.60
N -0.06 -0.36 -0.23
C -0.22 0.77 -1.07
C -0.59 -1.68 -0.76
C 0.50 1.91 -0.49
H 0.89 -0.38 3.21
H -0.30 -1.63 -1.87
H 0.89 -0.53 -0.24
H -0.27 1.75 1.29
H 0.24 -0.46 1.74
H 1.57 1.75 -0.14
H -1.65 -1.82 -0.46
H -0.31 -3.18 0.52
H 0.04 0.67 -2.15
H -1.35 0.97 -1.11
H 0.44 2.64 -1.26
*
```